Formula: C4H7N2
Source: the OMol25 dataset
Level of theory: ωB97M-V with the def2-TZVPD basis set

Each line ends with the Löwdin charge.
Atoms and positions in Å:
1 C -1.441771 0.432914 0.284408  -0.0773
2 C -0.134751 0.089585 -0.417841  -0.3206
3 C 0.606336 -1.284212 0.037618  -0.0473
4 C 1.889946 -0.685238 -0.016188  0.1146
5 N 2.138515 0.524879 0.243701  0.1499
6 N 0.926155 1.081794 -0.054670  0.0644
7 H -1.325679 0.545157 1.434869  0.1090
8 H -2.299676 -0.381520 0.074025  0.1442
9 H -1.725565 1.550941 -0.075839  0.1382
10 H -0.505411 -0.105725 -1.492633  0.1854
11 H 0.583573 -2.225383 -0.541877  0.1398
12 H 0.404273 -1.598141 1.098301  0.1659
13 H 0.884057 2.054948 -0.573874  0.2337

Cartesian forces (eV/Å) of the 3 atoms listed first:
-1.5 1.2 1.3
-1.5 -1.6 -0.2
-0.4 -1.6 1.0

## Properties
- 2S+1 = 1
- SMILES string = C[C@@H]1CC#[N+]N1
- gap between HOMO and LUMO (alpha / beta) (eV) = 8.5 / 7.7
- M (g/mol) = 83.11
- energy relative to the best compared isomer or geometry (same formula, charge and spin) (kJ/mol) = 665.4
- net charge = +1
- HOMO energy (alpha / beta) (eV) = -15.44 / -15.27